Entry 1:
This record from the OMol25 dataset describes an isolated ion of composition C4H7N2O and charge +1 at a distorted geometry. The level of theory is ωB97M-V/def2-TZVPD.

The largest force on an atom is 2.46 eV/Å. Its HOMO-LUMO gap is 0.356 Ha. The total charge is +1. The value obtained for the relative energy (zero: lowest compared OMol25 entry of this formula, charge and spin) is 255.4 kJ/mol. For the HOMO energy, the calculation gives -13.90 eV.

Last column: Mulliken charge in e.
Cartesian coordinates (Å):
C  -0.753  -0.829  0.080  0.423
C  0.667  -1.406  0.177  -0.490
C  -0.830  0.635  0.423  -0.076
C  1.240  0.818  -0.286  -0.283
N  1.619  -0.388  -0.214  0.002
N  -1.711  1.402  -0.190  -0.347
O  -1.710  -1.466  -0.233  -0.433
H  0.843  -1.720  1.213  0.292
H  0.754  -2.292  -0.457  0.364
H  -0.546  0.901  1.437  0.406
H  1.907  1.616  -0.571  0.360
H  2.561  -0.717  -0.451  0.295
H  -2.098  1.125  -1.081  0.227
H  -1.941  2.321  0.152  0.260

Atoms 1-3, force components in eV/Å:
0.649 -0.089 -0.037
-0.698 -0.804 0.252
1.531 0.722 -0.599

Entry 2:
This record from the OMol25 dataset describes an isolated ion of composition C4H7N2O and charge +1 at a distorted geometry. The level of theory is ωB97M-V/def2-TZVPD.

As for the SMILES: CN[n+]1ccoc1. The largest force on an atom is 3.36 eV/Å. Its HOMO-LUMO gap is 0.384 Ha. The total charge is +1. The value obtained for the relative energy (zero: lowest compared OMol25 entry of this formula, charge and spin) is 339.5 kJ/mol. For the HOMO energy, the calculation gives -14.49 eV.

Last column: Mulliken charge in e.
Cartesian coordinates (Å):
C  -1.584  -0.764  0.815  -0.094
C  -2.884  -0.530  0.407  -0.322
C  -1.641  0.711  -0.820  0.149
C  1.543  1.130  -0.532  -0.837
N  -0.796  0.012  -0.016  0.254
N  0.770  0.182  0.243  -0.357
O  -2.891  0.428  -0.548  -0.231
H  -0.984  -1.494  1.508  0.336
H  -3.825  -0.869  0.809  0.410
H  -1.546  1.543  -1.567  0.384
H  1.713  0.914  -1.584  0.362
H  1.208  2.143  -0.486  0.345
H  2.575  1.056  -0.173  0.325
H  1.288  -0.662  0.336  0.278

Atoms 1-3, force components in eV/Å:
0.577 -1.491 0.323
1.317 -0.660 1.807
1.368 0.907 -0.067

Entry 3:
This record from the OMol25 dataset describes C4H7N2O as an isolated structure at a distorted geometry. The level of theory is ωB97M-V/def2-TZVPD.

The largest force on an atom is 6.23 eV/Å. Its HOMO-LUMO gap (alpha / beta) is 0.209 / 0.268 Ha. The total charge is +1. The value obtained for the relative energy (zero: lowest compared OMol25 entry of this formula, charge and spin) is 402.5 kJ/mol. For the HOMO energy (alpha / beta), the calculation gives -9.94 / -15.19 eV. Its multiplicity is 3.

Last column: Mulliken charge in e.
Cartesian coordinates (Å):
C  0.477  -0.246  0.737  -0.110
C  -1.280  -2.095  -0.945  0.286
C  -0.325  0.799  0.032  0.291
C  0.317  1.785  -1.039  -0.931
N  -0.422  -0.625  -0.107  -0.207
N  1.113  -0.727  1.765  -0.299
O  -2.404  -2.014  -1.012  -0.188
H  -0.359  -2.779  -1.024  0.342
H  -1.022  1.190  0.763  0.358
H  1.297  2.250  -0.621  0.280
H  -0.434  2.633  -1.097  0.293
H  0.619  1.372  -1.995  0.357
H  1.362  0.080  2.404  0.279
H  1.060  -1.622  2.139  0.250

Atoms 1-3, force components in eV/Å:
3.093 1.973 -0.917
3.995 -0.330 0.111
2.150 0.353 0.494

Entry 4:
This record from the OMol25 dataset describes an isolated ion of composition C4H7N2O2 and charge +1 at a distorted geometry. The level of theory is ωB97M-V/def2-TZVPD.

As for the SMILES: [NH2+]=C/C=C\N=C(O)O. The largest force on an atom is 5.96 eV/Å. Its HOMO-LUMO gap is 0.309 Ha. The total charge is +1. The value obtained for the relative energy (zero: lowest compared OMol25 entry of this formula, charge and spin) is 88.4 kJ/mol. For the HOMO energy, the calculation gives -13.18 eV.

Last column: Mulliken charge in e.
Cartesian coordinates (Å):
C  -1.452  1.158  -0.176  -0.647
C  -2.272  0.058  0.133  0.168
C  -0.051  1.018  -0.167  0.104
C  2.015  -0.163  -0.046  0.633
N  0.594  -0.207  -0.084  -0.478
N  -1.811  -1.190  0.087  -0.225
O  2.759  -1.228  -0.125  -0.399
O  2.522  0.960  0.216  -0.365
H  -2.051  1.995  -0.216  0.386
H  -3.384  0.300  0.194  0.312
H  0.597  1.970  -0.421  0.275
H  -0.858  -1.459  0.000  0.248
H  -2.270  -2.064  0.129  0.247
H  2.218  -2.023  -0.010  0.368
H  3.445  0.876  0.484  0.372

Atoms 1-3, force components in eV/Å:
1.884 -2.731 1.516
-0.393 -1.113 -1.448
0.851 1.119 -1.404

Entry 5:
This record from the OMol25 dataset describes an isolated ion of composition C4H7N2O2S and charge +1 at a distorted geometry. The level of theory is ωB97M-V/def2-TZVPD.

The largest force on an atom is 6.40 eV/Å. Its HOMO-LUMO gap (alpha / beta) is 0.217 / 0.216 Ha. The total charge is +1. The value obtained for the relative energy (zero: lowest compared OMol25 entry of this formula, charge and spin) is 396.0 kJ/mol. For the HOMO energy (alpha / beta), the calculation gives -13.96 / -13.96 eV.

Last column: Mulliken charge in e.
Cartesian coordinates (Å):
C  0.542  -0.817  -1.423  -0.248
C  -0.378  0.682  0.146  0.710
C  1.973  -1.035  -0.705  -0.388
C  -2.000  1.658  1.640  -0.819
N  -0.322  -0.008  -1.031  -0.339
N  -1.606  0.937  0.368  -0.170
O  2.663  -3.388  -1.332  -0.246
O  0.632  0.808  0.830  -0.687
S  2.220  -2.723  -0.153  0.702
H  0.582  -1.312  -2.383  0.468
H  2.445  -0.690  -1.625  0.360
H  2.043  -0.245  0.119  0.456
H  -3.010  2.141  1.421  0.273
H  -1.235  2.211  2.111  0.327
H  -2.246  0.849  2.293  0.344
H  -2.303  0.932  -0.276  0.258

Atoms 1-3, force components in eV/Å:
-0.496 0.802 1.342
2.705 -1.169 0.637
-0.545 0.524 1.569

Entry 6:
This record from the OMol25 dataset describes a 2-piece molecular cluster, C4H7N2O3 overall at a distorted geometry. The level of theory is ωB97M-V/def2-TZVPD.

The largest force on an atom is 5.03 eV/Å. Its HOMO-LUMO gap (alpha / beta) is 0.296 / 0.296 Ha. The total charge is +1. The value obtained for the relative energy (zero: lowest compared OMol25 entry of this formula, charge and spin) is 915.4 kJ/mol. For the HOMO energy (alpha / beta), the calculation gives -14.78 / -14.78 eV.

Last column: Mulliken charge in e.
Cartesian coordinates (Å):
C  0.721  -0.282  -1.330  0.247
C  -0.237  0.465  -0.747  0.550
C  2.043  -0.435  -1.128  -0.736
C  -1.668  0.644  -0.917  -1.298
N  -1.145  -0.546  1.802  0.348
N  0.361  1.425  0.090  0.078
O  1.478  1.318  0.496  -0.133
O  0.009  -0.759  1.517  -0.414
O  -1.657  -1.395  2.686  -0.236
H  1.930  0.477  0.259  0.425
H  2.732  0.276  -1.602  0.383
H  2.584  -1.339  -0.928  0.333
H  -2.152  1.037  -0.115  0.439
H  -2.237  -0.294  -1.348  0.339
H  -1.758  1.372  -1.715  0.352
H  -1.006  -1.964  2.980  0.325

Atoms 1-3, force components in eV/Å:
1.840 0.300 1.677
1.033 0.131 -0.038
-1.054 -0.204 -2.384

Entry 7:
This record from the OMol25 dataset describes C4H7N2S as an isolated structure at a distorted geometry. The level of theory is ωB97M-V/def2-TZVPD.

The largest force on an atom is 8.95 eV/Å. Its HOMO-LUMO gap (alpha / beta) is 0.305 / 0.305 Ha. The total charge is +1. The value obtained for the relative energy (zero: lowest compared OMol25 entry of this formula, charge and spin) is 437.2 kJ/mol. For the HOMO energy (alpha / beta), the calculation gives -13.10 / -13.10 eV.

Last column: Mulliken charge in e.
Cartesian coordinates (Å):
C  1.777  0.508  0.307  -0.502
C  0.595  1.105  -0.055  0.017
C  0.589  -1.411  0.026  -0.172
C  -1.691  0.301  -0.732  -0.475
N  1.669  -0.832  0.422  0.026
N  -0.375  0.262  -0.395  -0.145
S  -2.718  -0.719  0.393  -0.108
H  2.851  0.995  0.585  0.313
H  0.499  2.148  -0.166  0.452
H  0.236  -2.347  -0.021  0.461
H  -1.759  1.371  -0.874  0.389
H  -1.818  -0.237  -1.683  0.291
H  2.416  -1.302  0.948  0.301
H  -2.271  0.158  1.246  0.154

Atoms 1-3, force components in eV/Å:
3.214 2.628 1.371
0.139 -1.275 -0.684
-1.207 7.803 -0.741

Entry 8:
This record from the OMol25 dataset describes an isolated ion of composition C4H7N2S and charge +1 at a distorted geometry. The level of theory is ωB97M-V/def2-TZVPD.

The largest force on an atom is 6.16 eV/Å. Its HOMO-LUMO gap (alpha / beta) is 0.212 / 0.307 Ha. The total charge is +1. The value obtained for the relative energy (zero: lowest compared OMol25 entry of this formula, charge and spin) is 489.8 kJ/mol. For the HOMO energy (alpha / beta), the calculation gives -11.13 / -12.61 eV.

Last column: Mulliken charge in e.
Cartesian coordinates (Å):
C  -0.808  -0.260  0.669  0.001
C  2.124  -0.589  0.127  0.129
C  1.217  -1.598  -0.221  -0.389
C  -1.221  1.827  -0.476  -0.414
N  -0.086  -0.848  -0.337  -0.269
N  -1.308  0.961  0.557  -0.044
S  2.575  0.814  0.644  -0.170
H  -0.708  -0.799  1.485  0.484
H  1.383  -2.006  -1.165  0.332
H  1.341  -2.371  0.473  0.305
H  -1.841  2.740  -0.379  0.298
H  -0.757  1.301  -1.387  0.209
H  0.001  -0.502  -1.269  0.257
H  -1.911  1.329  1.279  0.272

Atoms 1-3, force components in eV/Å:
2.294 0.674 -5.675
2.937 2.051 0.684
-1.101 1.701 0.697

Entry 9:
This record from the OMol25 dataset describes a single C4H7N3 molecule at a distorted geometry. The level of theory is ωB97M-V/def2-TZVPD.

As for the SMILES: CC/N=C(/N)C#N. The largest force on an atom is 1.18 eV/Å. Its HOMO-LUMO gap is 0.384 Ha. The total charge is 0. The value obtained for the relative energy (zero: lowest compared OMol25 entry of this formula, charge and spin) is 44.2 kJ/mol. For the HOMO energy, the calculation gives -9.77 eV.

Last column: Mulliken charge in e.
Cartesian coordinates (Å):
C  -1.862  0.663  -0.352  -0.975
C  -1.056  -0.597  -0.661  -0.458
N  -0.017  -0.825  0.331  -0.604
C  1.144  -0.339  0.175  0.734
N  2.188  -0.631  1.029  -0.485
C  1.533  0.535  -0.939  0.084
N  1.810  1.256  -1.800  -0.390
H  -1.254  1.562  -0.506  0.284
H  -2.211  0.659  0.685  0.306
H  -2.735  0.720  -1.010  0.323
H  -0.650  -0.531  -1.681  0.346
H  -1.717  -1.470  -0.637  0.309
H  1.888  -1.105  1.871  0.276
H  2.894  0.077  1.164  0.251

Atoms 1-3, force components in eV/Å:
-0.028 0.059 0.032
-0.097 0.008 -0.127
0.405 0.156 -0.122

Entry 10:
This record from the OMol25 dataset describes a single C4H7N3 molecule. The level of theory is ωB97M-V/def2-TZVPD.

As for the SMILES: CNc1cc[nH]n1. The largest force on an atom is 0.30 eV/Å. Its HOMO-LUMO gap is 0.338 Ha. The total charge is 0. The value obtained for the relative energy (zero: lowest compared OMol25 entry of this formula, charge and spin) is 57.2 kJ/mol. For the HOMO energy, the calculation gives -8.09 eV.

Last column: Mulliken charge in e.
Cartesian coordinates (Å):
C  2.248  0.285  0.266  -0.825
N  1.145  0.631  -0.594  -0.244
C  -0.164  0.269  -0.273  0.332
N  -1.133  0.853  -0.964  -0.855
N  -2.254  0.235  -0.566  0.302
C  -2.040  -0.690  0.396  -0.755
C  -0.680  -0.703  0.629  -0.100
H  2.080  0.723  1.254  0.292
H  2.431  -0.795  0.391  0.288
H  3.155  0.739  -0.146  0.301
H  1.323  0.482  -1.580  0.267
H  -3.124  0.595  -0.922  0.217
H  -2.851  -1.296  0.783  0.409
H  -0.135  -1.329  1.325  0.372

Atoms 1-3, force components in eV/Å:
0.147 -0.047 0.189
-0.033 -0.048 -0.204
-0.026 0.022 -0.187